Arrangement i

Formula: C4H4O2
Source: OMol25
Level of theory: ωB97M-V/def2-TZVPD

Geometry as XYZ:
```
10
Properties=species:S:1:pos:R:3
C -1.6245 0.1678 -1.5939
C -0.9740 -0.0163 -0.6028
C -0.1055 -0.3608 0.5489
O 0.6429 -1.5189 0.3048
C 0.8989 0.7778 0.7900
O 1.9750 0.7426 0.2448
H -2.1932 0.3316 -2.4874
H -0.7253 -0.5226 1.4397
H 1.4653 -1.1871 -0.1081
H 0.6515 1.6029 1.4722
```

Results
- SMILES = C#C[C@@H](O)C=O
- charge = 0
- gap between HOMO and LUMO (eV) = 10.85

Here are the natural (NBO) charges for atoms 1 to 5, given in e: C -0.19; C -0.06; C -0.07; O -0.68; C 0.44

Arrangement ii

Formula: C4H4O2
Source: OMol25
Level of theory: ωB97M-V/def2-TZVPD

Geometry as XYZ:
```
10
Properties=species:S:1:pos:R:3
O 0.4164 1.5842 -1.6043
C 0.1458 0.3694 -0.9795
C 0.6802 0.2621 0.3890
O 1.2259 1.1350 1.0280
C -0.0296 -0.8947 0.9747
C -0.8288 -1.6751 1.4274
H 0.6191 2.2571 -0.9290
H 0.2947 -0.4166 -1.7092
H -0.9328 -0.2979 -0.3913
H -1.5909 -2.3236 1.7944
```

Results
- charge = 0
- gap between HOMO and LUMO (eV) = 9.83

Here are the natural (NBO) charges for atoms 1 to 5, given in e: O -0.68; C -0.13; C 0.46; O -0.52; C -0.17

What should be chosen as the most stable of them? Choose arrangement i.